[1]
Molecular formula: C5H16O3
Method: DFT, wB97M-V/def2-TZVPD

```
24
Properties=species:S:1:pos:R:3:lowdin_charge:R:1
O 2.429 -0.600 -3.528 -0.078
O 1.986 -3.657 -2.581 -0.160
O -0.883 1.333 3.926 -0.057
C -0.550 2.209 0.084 -0.062
C -1.767 0.268 1.057 -0.253
C 0.730 0.480 1.308 0.055
C -0.477 0.904 0.809 -0.398
C -2.251 -0.370 -0.219 -0.082
H -3.143 -0.867 -0.039 0.058
H 2.389 -3.412 -3.530 0.090
H -2.548 1.091 1.442 0.170
H -1.433 2.358 -0.624 0.111
H 1.686 0.922 1.281 0.046
H -0.479 0.506 3.595 0.026
H 2.865 -3.351 -2.159 0.055
H 0.836 -0.417 1.904 0.059
H -1.603 -1.090 -0.627 0.077
H -0.641 2.956 0.721 0.021
H 0.349 2.571 -0.428 0.089
H -2.442 0.337 -0.938 0.044
H -1.697 -0.453 1.875 0.109
H -1.220 1.618 3.083 -0.013
H 3.076 -0.365 -2.903 -0.008
H 1.631 0.046 -3.427 0.099
```

Results
Kohn-Sham gap in eV: 9.774
Highest occupied orbital energy in eV: -9.41
Energy relative to the best compared isomer or geometry (same formula, charge and spin) in kJ/mol: 211.3
Structure (SMILES): C=C(C)CC.O.O.O
LUMO level in Eh: 0.013
Total charge: 0
Molecular weight in g mol⁻¹: 124.180

[2]
Molecular formula: C5H16OSSi2
Method: DFT, wB97M-V/def2-TZVPD

```
25
Properties=species:S:1:pos:R:3:lowdin_charge:R:1
S -3.003 -1.492 0.298 0.539
Si -1.191 -0.519 0.976 0.287
Si -1.375 2.458 -0.272 0.557
O -1.594 1.054 0.562 -0.568
C 2.077 0.420 1.358 -0.094
C 1.559 -0.243 0.050 -0.479
C 2.781 -0.877 -0.713 -0.060
C 0.455 -1.251 0.313 -0.269
C -3.154 -0.829 -1.409 -0.452
H 2.253 -0.245 2.157 0.049
H 2.756 -0.869 -1.775 0.067
H -1.230 -0.521 2.406 -0.024
H 3.678 -0.358 -0.497 0.052
H 0.799 -2.005 0.971 0.062
H 2.891 -1.792 -0.231 0.054
H -4.195 -1.158 -1.720 0.055
H 1.124 0.552 -0.608 0.105
H 1.312 1.177 1.740 0.077
H -0.603 2.138 -1.374 -0.078
H 3.037 1.106 1.295 0.112
H 0.306 -1.654 -0.729 0.099
H -2.820 2.624 -0.353 -0.033
H -0.632 3.094 0.756 -0.060
H -2.235 -1.104 -1.853 -0.008
H -2.997 0.294 -1.348 0.008
```

Results
Kohn-Sham gap in eV: 9.217
Highest occupied orbital energy in eV: -8.59
Energy relative to the best compared isomer or geometry (same formula, charge and spin) in kJ/mol: 268.3
Structure (SMILES): CS[Si@@H](CC(C)C)O[SiH3]
LUMO level in Eh: 0.023
Total charge: 0
Molecular weight in g mol⁻¹: 180.421

[3]
Molecular formula: C5H17BEuNOPSSi
Method: DFT, wB97M-V/def2-TZVPD

```
29
Properties=species:S:1:pos:R:3:lowdin_spin:R:1
Eu 3.596 0.454 3.683 7.028
S 3.195 0.632 0.040 -0.014
P 2.372 -1.108 -0.483 -0.003
Si 0.272 -1.220 0.337 -0.001
O 2.079 -1.110 2.705 -0.009
N -0.167 -0.288 3.221 0.000
C -0.881 0.105 -0.297 0.000
C -2.335 2.485 -1.713 0.000
C -0.525 0.689 -1.683 0.000
C -0.838 2.164 -1.805 0.000
C -0.422 -2.926 -0.006 0.000
B 0.683 -0.852 2.267 0.000
H -0.535 -3.032 -1.080 0.000
H 0.291 -3.683 0.299 0.000
H -1.858 -0.364 -0.353 0.000
H -0.966 0.903 0.434 0.000
H -0.481 2.494 -2.773 0.000
H -1.133 -0.293 2.909 0.000
H 2.388 -1.423 -1.844 -0.001
H 3.050 -2.178 0.105 0.000
H -2.487 3.385 -1.133 0.000
H 2.513 -0.266 2.595 -0.001
H 0.005 0.681 3.476 0.000
H -1.056 0.131 -2.445 0.000
H -2.914 1.685 -1.275 0.000
H -0.284 2.737 -1.067 0.000
H 0.534 0.557 -1.913 0.000
H -2.728 2.713 -2.694 0.000
H -1.368 -3.072 0.492 0.000
```

Results
Kohn-Sham gap (spin up / spin down) in eV: 6.075 / 6.305
Highest occupied orbital energy (spin up / spin down) in eV: -15.32 / -15.33
Spin multiplicity: 8
LUMO level (spin up / spin down) in Eh: -0.340 / -0.332
Total charge: +2
Molecular weight in g mol⁻¹: 361.100

- Which formula does entry 1 have?
  C5H16O3

Repeat the third record exactly.
Molecular formula: C5H17BEuNOPSSi
Method: DFT, wB97M-V/def2-TZVPD

```
29
Properties=species:S:1:pos:R:3:lowdin_spin:R:1
Eu 3.596 0.454 3.683 7.028
S 3.195 0.632 0.040 -0.014
P 2.372 -1.108 -0.483 -0.003
Si 0.272 -1.220 0.337 -0.001
O 2.079 -1.110 2.705 -0.009
N -0.167 -0.288 3.221 0.000
C -0.881 0.105 -0.297 0.000
C -2.335 2.485 -1.713 0.000
C -0.525 0.689 -1.683 0.000
C -0.838 2.164 -1.805 0.000
C -0.422 -2.926 -0.006 0.000
B 0.683 -0.852 2.267 0.000
H -0.535 -3.032 -1.080 0.000
H 0.291 -3.683 0.299 0.000
H -1.858 -0.364 -0.353 0.000
H -0.966 0.903 0.434 0.000
H -0.481 2.494 -2.773 0.000
H -1.133 -0.293 2.909 0.000
H 2.388 -1.423 -1.844 -0.001
H 3.050 -2.178 0.105 0.000
H -2.487 3.385 -1.133 0.000
H 2.513 -0.266 2.595 -0.001
H 0.005 0.681 3.476 0.000
H -1.056 0.131 -2.445 0.000
H -2.914 1.685 -1.275 0.000
H -0.284 2.737 -1.067 0.000
H 0.534 0.557 -1.913 0.000
H -2.728 2.713 -2.694 0.000
H -1.368 -3.072 0.492 0.000
```

Results
Kohn-Sham gap (spin up / spin down) in eV: 6.075 / 6.305
Highest occupied orbital energy (spin up / spin down) in eV: -15.32 / -15.33
Spin multiplicity: 8
LUMO level (spin up / spin down) in Eh: -0.340 / -0.332
Total charge: +2
Molecular weight in g mol⁻¹: 361.100

- Among the records above, which one has the lowest molecular weight?
  C5H16O3

- What is the molecular weight in the third record?
  361.100 g mol⁻¹